{"formula": "C30H52BaCl2F2NO20S2", "method": "wB97M-V/def2-TZVPD", "relative_energy_kj_mol": 182.4, "total_energy_ev": -127225.8049, "e_lumo_ev": -3.7, "charge": 1, "gap_ev": 7.260, "elements": ["Ba", "N", "S", "O", "O", "F", "S", "O", "O", "F", "Cl", "C", "C", "Cl", "H", "H", "H", "H", "C", "O", "C", "C", "O", "C", "H", "H", "H", "H", "H", "H", "H", "H", "H", "H", "C", "O", "C", "C", "O", "C", "H", "H", "H", "H", "H", "H", "H", "H", "H", "H", "C", "O", "C", "C", "O", "C", "H", "H", "H", "H", "H", "H", "H", "H", "H", "H", "C", "O", "C", "C", "O", "C", "H", "H", "H", "H", "H", "H", "H", "H", "H", "H", "C", "C", "C", "O", "C", "C", "C", "O", "O", "O", "H", "H", "H", "H", "C", "C", "C", "O", "C", "C", "C", "O", "O", "O", "H", "H", "H", "H"], "xyz": [[1.1023, 2.9061, 0.0851], [0.9264, 0.5280, -0.8325], [2.1539, -0.3788, -1.2966], [2.1226, -0.9341, -2.6218], [2.9440, -1.0495, -0.2967], [3.1659, 0.8754, -1.5627], [-0.2114, -0.7008, -0.6980], [-0.0932, -1.5234, 0.4683], [-0.8338, -1.2768, -1.8509], [-1.3130, 0.3967, -0.2509], [4.7634, -1.2542, -5.0068], [4.9565, -2.1458, -3.4844], [5.5204, -1.1965, -2.4450], [5.9233, -2.1218, -0.9896], [5.6388, -2.9792, -3.6375], [3.9923, -2.5634, -3.2077], [4.7980, -0.4525, -2.1240], [6.4546, -0.7325, -2.7463], [0.3632, 0.9135, 2.9563], [1.0646, 2.1418, 2.6832], [2.2429, 2.2584, 3.4655], [3.4242, 1.5378, 2.8457], [3.6157, 1.9789, 1.5084], [4.7732, 1.4287, 0.8956], [0.7964, 0.0118, 2.5191], [-0.6116, 0.9402, 2.4615], [0.0982, 0.7803, 4.0034], [2.0483, 1.9815, 4.5014], [2.4867, 3.3270, 3.4290], [3.3051, 0.4510, 2.9240], [4.3296, 1.8158, 3.3983], [4.8609, 1.9262, -0.0668], [4.7994, 0.3398, 0.8757], [5.7099, 1.7156, 1.3939], [0.9844, -4.6843, -7.9396], [0.3598, -3.4602, -7.6130], [1.1016, -2.8098, -6.6161], [0.5825, -1.3994, -6.3441], [-0.8116, -1.4730, -6.1102], [-1.2675, -0.3303, -5.4300], [0.4275, -5.2636, -8.6750], [1.0119, -5.3229, -7.0460], [1.9880, -4.4946, -8.3327], [2.1716, -2.7079, -6.8284], [0.9704, -3.3640, -5.6790], [0.8355, -0.7199, -7.1678], [1.1248, -1.0067, -5.4750], [-0.7934, -0.2203, -4.4488], [-2.3336, -0.4952, -5.2489], [-1.2472, 0.5895, -6.0277], [1.6639, -1.7608, 2.4966], [2.8103, -2.4358, 2.9839], [3.9079, -2.3210, 2.0969], [5.1920, -2.6251, 2.8449], [5.4387, -1.8259, 3.9688], [5.3961, -0.4343, 3.8560], [0.7467, -2.2101, 2.8710], [1.5950, -1.7933, 1.4048], [1.7520, -0.7153, 2.8168], [3.9404, -1.2961, 1.7049], [3.8191, -3.0159, 1.2555], [5.9880, -2.4374, 2.1089], [5.2718, -3.6673, 3.1385], [4.3731, -0.0867, 4.0336], [5.7498, -0.0856, 2.8759], [6.0628, 0.0150, 4.5902], [-1.2025, 4.8169, 1.9981], [-1.1184, 4.1228, 0.7389], [-1.9812, 4.7020, -0.2753], [-2.0273, 3.7070, -1.4350], [-0.7238, 3.4470, -1.8828], [-0.6862, 2.5825, -3.0297], [-0.4927, 4.3339, 2.6701], [-2.1944, 4.7369, 2.4402], [-0.9119, 5.8647, 1.9047], [-1.6779, 5.6909, -0.6232], [-2.9926, 4.7909, 0.1261], [-2.5902, 4.1232, -2.2827], [-2.5247, 2.7467, -1.2452], [-1.2468, 1.6779, -2.7682], [0.3299, 2.3140, -3.3023], [-1.2330, 2.9944, -3.8806], [-4.7173, -2.3179, 1.9900], [-3.3831, -2.1856, 1.9867], [-2.6650, -1.4006, 3.0639], [-1.4711, -1.2076, 3.0844], [-3.5398, -1.0090, 4.1825], [-4.8571, -1.1760, 4.2101], [-5.5639, -1.9543, 3.1371], [-6.7070, -2.3352, 3.2073], [-5.6566, -0.7044, 5.1774], [-2.6602, -2.6094, 0.9479], [-5.1265, -2.8582, 1.1450], [-3.0149, -0.4886, 4.9758], [-6.4657, -1.2441, 5.1945], [-1.7295, -2.3652, 1.0920], [-7.0653, 1.5041, 2.2701], [-5.8476, 1.9543, 2.5731], [-4.6073, 1.5737, 1.8337], [-3.5266, 1.9004, 2.2880], [-4.8085, 0.7234, 0.6586], [-6.0675, 0.4426, 0.2590], [-7.3264, 0.8423, 0.9759], [-8.4402, 0.6845, 0.5458], [-6.2235, -0.3605, -0.7991], [-5.6241, 2.6252, 3.7205], [-7.9124, 1.6830, 2.9185], [-4.0303, 0.3769, -0.0081], [-7.1556, -0.6203, -0.8956], [-4.6634, 2.7881, 3.7516]], "forces_ev_per_angstrom": [[0.5849, 0.2437, 0.5105], [-0.8224, -3.7646, -0.5269], [5.9534, 0.2622, -2.0079], [-1.2886, 0.0756, 1.2643], [-1.9556, 0.2187, -0.4764], [-0.8365, 0.9010, 0.1898], [-4.5303, 0.9020, 0.7635], [0.4721, 0.6310, -1.0409], [1.6245, 0.7856, 0.2930], [0.1348, 0.0331, 0.1188], [-0.1005, 0.0527, -0.2440], [0.2750, -0.1032, 0.1836], [-0.1580, -0.1195, 0.1309], [0.1498, -0.3680, 0.5866], [0.0846, 0.1184, -0.1743], [-0.0290, 0.2211, 0.1175], [0.1874, 0.0202, -0.3346], [-0.1487, 0.0641, -0.3206], [-1.9606, 0.1187, -0.9591], [-0.3455, -0.5874, 0.0707], [0.6551, 1.0671, -0.7094], [0.0047, 0.1601, 0.3846], [-0.8748, 0.0059, -0.1469], [1.1207, 0.6050, 0.0042], [-0.4571, 1.5443, 0.2905], [-0.0674, 0.6285, -0.0641], [0.5339, 0.0987, 0.2071], [0.1257, -0.1935, -0.0172], [-0.0497, -0.0083, 0.2636], [-0.1330, 0.3999, -0.5904], [-0.1753, -0.0826, 0.1669], [-0.2100, -0.5434, -0.2946], [-0.4765, 0.0481, -0.4515], [-0.3362, 0.2015, 0.4773], [-0.0419, -0.3009, 0.2935], [0.2614, 0.1464, -0.5839], [-0.5677, 0.6691, 0.7944], [0.1270, -0.6087, -0.4604], [0.5373, 0.6609, 0.2537], [-1.2205, -0.3522, -0.0248], [-0.2702, 0.5015, -0.1417], [0.3677, 0.0479, -0.0137], [0.0804, -0.1993, 0.1161], [0.0616, -0.2899, -0.2395], [0.2522, -0.1458, 0.0885], [-0.3178, -0.0461, -0.1984], [-0.0889, -0.1358, 0.2054], [0.2638, 0.1519, -0.0961], [0.0540, -0.0868, 0.1110], [0.5541, 0.0075, -0.0312], [1.2217, -0.5612, -0.1723], [-0.1368, -0.4283, -0.0588], [-0.0473, -0.0402, 0.8976], [0.2963, 0.7152, -1.0559], [0.3122, -0.4244, 1.0582], [-0.1150, -0.4321, -0.2010], [0.1338, 0.0494, 0.3706], [0.4639, -0.1039, 0.6679], [0.6983, -1.4928, 0.0182], [0.1077, -0.2316, -0.0239], [-0.0470, 0.1220, -0.1045], [0.1323, -0.1609, -0.0863], [-0.1901, 0.0131, 0.2866], [0.6263, -0.2964, 0.2587], [-0.1549, -0.0645, -0.0318], [0.0115, -0.1912, 0.2269], [0.3328, -0.1627, 0.1646], [-0.4213, 1.0549, -0.2082], [-0.4375, -1.4155, -0.2046], [-0.8134, 0.2768, -0.6011], [1.4998, -0.0251, -0.2036], [-1.1365, -0.5969, 0.1996], [-0.0586, -0.1004, 0.0004], [-0.0944, -0.0556, -0.1846], [-0.1283, 0.0416, -0.1960], [0.4624, -0.0402, 0.2202], [-0.0048, 0.0115, 0.0974], [-0.0620, 0.3241, 0.2639], [0.0346, 0.1594, 0.6712], [0.2777, -0.1986, -0.0351], [0.1015, 0.2383, 0.1261], [0.3003, 0.4277, 0.0133], [0.3144, -0.4688, -0.0480], [0.2460, 0.8433, -0.4400], [-1.5613, -0.9470, 1.0091], [0.0824, -0.0261, -0.5911], [1.1027, 0.9451, 0.1213], [-1.2321, -0.1663, 0.2705], [1.2746, -0.7076, -1.4136], [-0.4473, 0.5485, 0.7330], [0.4345, -0.2676, 0.1918], [0.1215, 0.0332, 0.2636], [-0.3961, 0.0308, 0.1714], [-0.2088, -0.0027, 0.1065], [-0.0910, 0.1838, -0.2465], [0.0658, -0.0746, -0.0272], [-0.5067, -0.0289, -0.5062], [-0.0830, -0.0205, 1.4259], [-0.2061, -0.8913, -1.0849], [0.3241, 0.3588, 0.0606], [-0.6441, 0.8402, -0.1471], [0.1547, -1.2601, -0.7706], [0.5571, 1.1069, 1.6530], [0.2112, -0.6163, -0.6469], [-0.1706, 0.1630, 0.0575], [0.1832, 0.0196, -0.5717], [0.0045, 0.1328, -0.0448], [0.3962, 0.0127, 0.4289], [-0.0308, 0.2782, 0.0291], [-0.0634, -0.0868, 0.1051]]}